This record from the Open Molecules 2025 dataset describes a 2-piece molecular cluster, C5H13NS overall. The level of theory is the ωB97M-V functional and the def2-TZVPD basis.

Cartesian coordinates (Å):
C 0.51788 2.63883 -0.74192
C -0.64369 1.76460 -0.26350
C -0.37053 1.17516 1.11415
S -1.68569 -0.00113 1.53635
H 0.21096 3.22628 -1.60598
H 1.38790 2.05403 -1.04211
H 0.80094 3.33762 0.04656
H -1.54392 2.38440 -0.22525
H -0.83223 0.96030 -0.97548
H -0.29137 1.97214 1.84945
H 0.57583 0.63003 1.08709
H -1.08202 -0.62676 2.55506
C 1.29977 -2.25655 -0.03400
C -0.82199 -2.74742 -0.81518
N 0.05909 -3.00425 0.04121
H 1.54455 -1.89007 0.96315
H 1.24959 -1.40025 -0.71958
H 2.09302 -2.92639 -0.36498
H -1.76538 -3.28767 -0.79348
H -0.70272 -2.00290 -1.61157

The value obtained for the HOMO-LUMO gap is 0.36338 Ha. The net charge is 0. Its SMILES is C=NC.CCCS. Its energy above the lowest of the compared OMol25 structures with the same formula, charge and spin is 1.052 eV. For the LUMO energy, the calculation gives 0.950 eV. The highest occupied orbital energy comes out at -8.938 eV.

Löwdin population analysis, charges in e, atoms 1 to 5: C -0.114; C -0.353; C -0.592; S 0.687; H 0.068


This record from the Open Molecules 2025 dataset describes one molecule with the formula C5H13NS in a non-equilibrium geometry. The level of theory is the ωB97M-V functional and the def2-TZVPD basis.

Cartesian coordinates (Å):
C -0.90426 -1.41426 0.88612
C -0.39050 -0.45579 1.93822
S -1.51678 0.92118 2.28974
C -1.11796 -0.71585 -0.55863
N -0.22542 0.39878 -0.72373
C 1.12727 0.13722 -1.07376
C 1.94225 1.43561 -1.14150
H -0.34671 -2.31863 0.67024
H -1.94502 -1.66898 1.11571
H 0.46503 0.05882 1.49587
H -0.11573 -0.99072 2.83853
H -2.42755 0.75991 1.33941
H -2.16478 -0.44188 -0.63486
H -0.86852 -1.40566 -1.38253
H -0.60508 1.28311 -0.98406
H 1.26582 -0.35371 -2.05534
H 1.53829 -0.60024 -0.36942
H 2.91453 1.35304 -1.62446
H 1.98731 1.95304 -0.18625
H 1.38780 2.06501 -1.83933

The value obtained for the HOMO-LUMO gap is 0.33760 Ha. The net charge is 0. Its SMILES is CCNCCCS. Its energy above the lowest of the compared OMol25 structures with the same formula, charge and spin is 0.909 eV. For the LUMO energy, the calculation gives 0.924 eV. The highest occupied orbital energy comes out at -8.263 eV.

Löwdin population analysis, charges in e, atoms 1 to 5: C -0.241; C -0.568; S 0.704; C -0.220; N -0.135


This record from the Open Molecules 2025 dataset describes a 3-piece molecular cluster, C5H13NS overall in a non-equilibrium geometry. The level of theory is the ωB97M-V functional and the def2-TZVPD basis.

Cartesian coordinates (Å):
C -0.88368 -2.57590 2.00003
N 1.16828 -1.22021 0.94122
C 1.56737 -0.08386 0.60204
C -1.68597 4.31971 -1.99184
S 0.02608 3.93312 -1.89027
C -0.19834 -3.91323 1.90074
C 0.25017 -4.26377 0.51850
H -1.96308 -2.60822 1.80572
H -0.79015 -2.15416 2.99793
H -0.13999 -1.87371 1.37204
H 2.40924 0.37405 1.12900
H 1.01321 0.42560 -0.18533
H -1.90874 4.94870 -1.13232
H -2.25385 3.40895 -2.05854
H 0.38525 4.17850 -3.17859
H 0.65343 -3.91931 2.64328
H -0.72441 -4.71289 2.44519
H -0.34384 -3.94965 -0.33269
H 0.47582 -5.30974 0.37600
H 1.13560 -3.63572 0.21354

The value obtained for the HOMO-LUMO gap is 0.08560 Ha. The net charge is 0. Its energy above the lowest of the compared OMol25 structures with the same formula, charge and spin is 9.392 eV. For the LUMO energy, the calculation gives -4.147 eV. The highest occupied orbital energy comes out at -6.476 eV.

Löwdin population analysis, charges in e, atoms 1 to 5: C -0.156; N 0.091; C -0.117; C -0.414; S 0.617


This record from the Open Molecules 2025 dataset describes one molecule with the formula C5H13NS. The level of theory is the ωB97M-V functional and the def2-TZVPD basis.

Cartesian coordinates (Å):
C 1.58361 1.15751 0.00755
N 0.34387 0.67079 -0.58364
C -0.43553 -0.21251 0.26448
C -1.65668 -0.75567 -0.46598
S -1.33587 -2.16437 -1.55860
C 1.53334 2.19516 1.13377
C 1.34702 1.60816 2.53492
H 2.15041 0.29008 0.36166
H 2.17808 1.56434 -0.80839
H -0.24738 1.45798 -0.83747
H -0.76065 0.26562 1.20146
H 0.20164 -1.06335 0.53447
H -2.45364 -0.96490 0.24054
H -2.05556 0.00704 -1.13795
H -0.54839 -2.83203 -0.70467
H 0.78191 2.96963 0.95000
H 2.51611 2.68028 1.13871
H 0.59782 0.81040 2.59526
H 2.27008 1.18254 2.94288
H 1.01558 2.33930 3.26823

The value obtained for the HOMO-LUMO gap is 0.36089 Ha. The net charge is 0. Its SMILES is CCCNCCS. Its energy above the lowest of the compared OMol25 structures with the same formula, charge and spin is 0.520 eV. For the LUMO energy, the calculation gives 1.041 eV. The highest occupied orbital energy comes out at -8.779 eV.

Löwdin population analysis, charges in e, atoms 1 to 5: C -0.251; N -0.075; C -0.331; C -0.570; S 0.691


This record from the Open Molecules 2025 dataset describes one molecule with the formula C5H13NS in a non-equilibrium geometry. The level of theory is the ωB97M-V functional and the def2-TZVPD basis.

Cartesian coordinates (Å):
C -0.67079 1.88685 -0.70498
N 0.04192 0.80512 0.13677
C -0.62093 -0.46481 0.29194
C 0.23431 -1.36548 1.10375
S -0.38902 -3.28907 1.01001
C 0.29497 3.10189 -0.97136
C 1.45028 2.55150 -1.85752
H -1.03506 1.35067 -1.62661
H -1.57745 2.18782 -0.06660
H 0.35463 1.17413 0.93230
H -0.53149 -0.92122 -0.73748
H -1.57567 -0.34414 0.80087
H 1.31561 -1.46519 0.72721
H 0.23501 -0.98071 2.18601
H -1.48974 -2.97341 1.69774
H 0.65255 3.62319 -0.12923
H -0.06679 3.84890 -1.62741
H 2.29046 1.86446 -1.44369
H 1.09286 2.00455 -2.67536
H 2.13882 3.36047 -2.32632

The value obtained for the HOMO-LUMO gap is 0.35535 Ha. The net charge is 0. Its SMILES is CCCNCCS. Its energy above the lowest of the compared OMol25 structures with the same formula, charge and spin is 1.977 eV. For the LUMO energy, the calculation gives 0.936 eV. The highest occupied orbital energy comes out at -8.733 eV.

Löwdin population analysis, charges in e, atoms 1 to 5: C -0.173; N -0.090; C -0.372; C -0.458; S 0.589


This record from the Open Molecules 2025 dataset describes one molecule with the formula C5H13NS in a non-equilibrium geometry. The level of theory is the ωB97M-V functional and the def2-TZVPD basis.

Cartesian coordinates (Å):
C -0.79888 1.76376 -0.18271
C -0.62021 -0.33449 -1.44992
C -1.31350 -0.31823 1.06006
C 2.48126 1.13314 -0.74458
C -0.50015 0.28411 -0.06905
N 1.93282 -1.19904 -0.41304
S 1.63322 0.01929 0.42055
H -0.59966 2.32228 0.81408
H -0.34789 2.23958 -1.00038
H -1.80328 1.97707 -0.45577
H -0.01336 -1.24649 -1.68912
H -0.12163 0.32591 -2.12125
H -1.64835 -0.26846 -1.72013
H -2.42581 -0.26043 1.08864
H -1.00802 -1.30846 1.29316
H -0.89123 0.30592 1.93649
H 1.98217 2.12007 -0.75298
H 2.57864 0.70227 -1.64299
H 3.46573 1.32446 -0.38959
H 1.72409 -1.98488 0.21187

The value obtained for the HOMO-LUMO gap is 0.30983 Ha. The net charge is 0. Its energy above the lowest of the compared OMol25 structures with the same formula, charge and spin is 3.330 eV. For the LUMO energy, the calculation gives 0.786 eV. The highest occupied orbital energy comes out at -7.645 eV.

Löwdin population analysis, charges in e, atoms 1 to 5: C -0.131; C -0.107; C -0.108; C -0.258; C -0.598


What did the second record say?
This record from the Open Molecules 2025 dataset describes one molecule with the formula C5H13NS in a non-equilibrium geometry. The level of theory is the ωB97M-V functional and the def2-TZVPD basis.

Cartesian coordinates (Å):
C -0.90426 -1.41426 0.88612
C -0.39050 -0.45579 1.93822
S -1.51678 0.92118 2.28974
C -1.11796 -0.71585 -0.55863
N -0.22542 0.39878 -0.72373
C 1.12727 0.13722 -1.07376
C 1.94225 1.43561 -1.14150
H -0.34671 -2.31863 0.67024
H -1.94502 -1.66898 1.11571
H 0.46503 0.05882 1.49587
H -0.11573 -0.99072 2.83853
H -2.42755 0.75991 1.33941
H -2.16478 -0.44188 -0.63486
H -0.86852 -1.40566 -1.38253
H -0.60508 1.28311 -0.98406
H 1.26582 -0.35371 -2.05534
H 1.53829 -0.60024 -0.36942
H 2.91453 1.35304 -1.62446
H 1.98731 1.95304 -0.18625
H 1.38780 2.06501 -1.83933

The value obtained for the HOMO-LUMO gap is 0.33760 Ha. The net charge is 0. Its SMILES is CCNCCCS. Its energy above the lowest of the compared OMol25 structures with the same formula, charge and spin is 0.909 eV. For the LUMO energy, the calculation gives 0.924 eV. The highest occupied orbital energy comes out at -8.263 eV.

Löwdin population analysis, charges in e, atoms 1 to 5: C -0.241; C -0.568; S 0.704; C -0.220; N -0.135